Entry 1:
This record from OMol25 describes C35H36KN4P2S as an isolated structure. The level of theory is ωB97M-V/def2-TZVPD.

* orbital gap: 8.0322 eV
* M: 645.8 g/mol
* LUMO energy: -0.0806 Eh
* ΔE to the lowest compared entry with this formula, charge and spin: 0.606 eV
* energy: -3254.977328 Ha
* total charge: +1

Positions of all 79 atoms, in Å:
K  -18.3507  2.0298  -8.4099
C  -21.3352  3.2372  -11.9820
C  -20.1645  3.2090  -11.0822
N  -20.0567  3.5434  -9.8754
N  -21.2188  4.0574  -9.3424
C  -21.4810  4.2043  -7.9884
N  -22.6093  4.8938  -7.7519
S  -20.6172  3.4697  -6.8014
C  -18.9482  2.7688  -11.7758
C  -18.5199  3.4797  -12.9060
C  -17.3515  3.1540  -13.5736
C  -16.7029  1.9695  -13.1622
C  -17.2368  1.2623  -12.0476
N  -18.3302  1.6530  -11.3558
H  -22.0783  2.5385  -11.5816
H  -21.0477  2.9616  -13.0029
H  -21.8124  4.2107  -11.9605
H  -21.8768  4.3363  -10.0070
H  -23.0362  5.3460  -8.5363
H  -22.9001  4.9801  -6.7691
H  -19.0690  4.3244  -13.2242
H  -16.9359  3.7857  -14.3443
H  -15.8874  1.5962  -13.6599
H  -16.7545  0.3283  -11.7548
C  -13.7610  3.4191  -6.5661
C  -14.9302  3.1089  -5.5515
P  -15.8619  1.5692  -6.0966
C  -14.7290  0.2927  -5.5496
C  -14.4679  0.0793  -4.2115
C  -13.7033  -0.9532  -3.7980
C  -13.0838  -1.7073  -4.7717
C  -13.2245  -1.4643  -6.1387
C  -14.1254  -0.4692  -6.5347
C  -17.2804  1.5902  -4.9156
C  -17.8846  2.7822  -4.4283
C  -19.0135  2.7204  -3.6306
C  -19.6091  1.5254  -3.3076
C  -19.0786  0.2951  -3.8013
C  -17.9230  0.3909  -4.6185
C  -14.1786  4.3621  -7.7071
P  -15.3794  3.6015  -8.9830
C  -16.7923  4.7661  -8.9645
C  -17.4060  5.1760  -7.7045
C  -18.4113  6.1779  -7.7353
C  -18.8881  6.7750  -8.8915
C  -18.3418  6.3293  -10.0650
C  -17.3391  5.3471  -10.1220
C  -14.5363  4.2179  -10.5498
C  -14.1040  3.2299  -11.4304
C  -13.5365  3.5434  -12.6423
C  -13.3618  4.8854  -12.9971
C  -13.8331  5.8844  -12.1376
C  -14.4369  5.5196  -10.9591
H  -13.3542  2.5363  -7.0682
H  -12.8106  3.7342  -6.1703
H  -15.6521  4.0182  -5.5154
H  -14.5405  3.0576  -4.5636
H  -14.9121  0.7362  -3.4617
H  -13.4353  -1.0506  -2.7619
H  -12.3937  -2.5420  -4.5534
H  -12.6955  -2.0213  -6.9051
H  -14.2561  -0.1772  -7.5840
H  -17.4247  3.7205  -4.7530
H  -19.5237  3.6132  -3.3239
H  -20.5173  1.5213  -2.7201
H  -19.5655  -0.6632  -3.5516
H  -17.4590  -0.4923  -5.0440
H  -13.3297  4.6808  -8.2760
H  -14.6656  5.2580  -7.2791
H  -17.1147  4.7352  -6.7680
H  -18.9386  6.3785  -6.7741
H  -19.5838  7.5688  -8.9717
H  -18.7431  6.7926  -10.9707
H  -16.8633  5.1151  -11.0791
H  -14.1031  2.1562  -11.1715
H  -13.2379  2.7451  -13.3793
H  -12.9308  5.1391  -13.9474
H  -13.7338  6.9461  -12.3035
H  -14.7470  6.3558  -10.2458

Entry 2:
This record from OMol25 describes C35H37AsN2OSTc as an isolated structure. The level of theory is ωB97M-V/def2-TZVPD.

* orbital gap (spin up / spin down): 7.0857 / 7.8383 eV
* M: 706.7 g/mol
* LUMO energy (spin up / spin down): -0.1120 / -0.1061 Eh
* 2S+1: 3
* ΔE to the lowest compared entry with this formula, charge and spin: 0.121 eV
* energy: -4255.174662 Ha
* total charge: +1
* <S²>: 2.019

Positions of all 78 atoms, in Å:
Tc  -0.3845  -0.4326  0.0759
C  0.9085  1.9634  0.8154
C  2.0670  1.2534  0.5170
C  2.3253  0.0487  1.1659
C  1.4399  -0.4324  2.1340
C  0.2863  0.2917  2.4543
C  0.0214  1.4932  1.7892
H  0.6803  2.8777  0.2867
H  2.7468  1.6204  -0.2382
H  3.2117  -0.5186  0.9213
H  1.6362  -1.3713  2.6344
H  -0.3864  -0.0788  3.2160
H  -0.8652  2.0605  2.0304
O  -0.1622  0.3444  -1.7989
N  -1.2662  0.7332  -2.4650
C  -1.1252  0.8812  -3.7965
C  -2.1780  1.3230  -4.5494
C  -3.3887  1.6086  -3.9112
C  -3.5039  1.4256  -2.5543
C  -2.4150  0.9617  -1.8081
S  -2.4745  0.6170  -0.1083
H  -0.1461  0.6316  -4.1717
H  -2.0529  1.4390  -5.6146
H  -4.2355  1.9607  -4.4828
H  -4.4295  1.6188  -2.0330
C  2.6962  -5.4822  5.4931
C  1.9120  -4.8672  4.3706
C  0.5414  -4.6815  4.4640
C  -0.1924  -4.1164  3.4262
C  -1.6800  -3.9505  3.6100
C  0.4685  -3.7318  2.2499
As  -0.7569  -2.9476  0.9631
N  0.1082  -2.1918  -0.4842
C  0.7538  -2.6935  -1.6379
C  0.4558  -3.9501  -2.1508
C  1.1386  -4.4234  -3.2614
C  2.1191  -3.6535  -3.8696
C  2.4165  -2.3984  -3.3537
C  1.7403  -1.9195  -2.2433
C  -1.8507  -4.3991  0.3031
C  -3.1319  -4.0725  -0.1504
C  -3.6478  -2.6605  -0.2061
C  -3.9717  -5.0920  -0.5888
C  -3.5786  -6.4202  -0.5816
C  -4.4989  -7.5138  -1.0370
C  -2.2970  -6.7141  -0.1316
C  -1.4167  -5.7333  0.3107
C  -0.0471  -6.1882  0.7498
C  1.8547  -3.8893  2.1375
C  2.6557  -3.5286  0.9173
C  2.5436  -4.4560  3.2047
H  2.0452  -5.7913  6.3073
H  3.4246  -4.7765  5.8920
H  3.2468  -6.3571  5.1483
H  0.0241  -4.9812  5.3658
H  -1.9770  -4.2924  4.5991
H  -2.2573  -4.5251  2.8795
H  -1.9863  -2.9040  3.5191
H  -0.3234  -4.5492  -1.7022
H  0.8953  -5.4012  -3.6531
H  2.6500  -4.0265  -4.7338
H  3.1884  -1.7919  -3.8083
H  1.9894  -0.9489  -1.8317
H  -3.4696  -2.1086  0.7181
H  -4.7191  -2.6618  -0.3966
H  -3.1708  -2.0919  -1.0105
H  -4.9636  -4.8320  -0.9358
H  -5.4005  -7.1090  -1.4918
H  -4.7976  -8.1413  -0.1975
H  -4.0076  -8.1583  -1.7652
H  -1.9600  -7.7428  -0.1290
H  0.1495  -7.1773  0.3434
H  0.0265  -6.2529  1.8368
H  0.7489  -5.5245  0.4130
H  2.2674  -2.6556  0.4002
H  2.6657  -4.3487  0.1927
H  3.6895  -3.3338  1.2006
H  3.6163  -4.5807  3.1148

Entry 3:
This record from OMol25 describes C35H37BBaF4P2 as an isolated structure. The level of theory is ωB97M-V/def2-TZVPD.

* orbital gap (spin up / spin down): 4.8644 / 5.2626 eV
* M: 743.8 g/mol
* LUMO energy (spin up / spin down): -0.0028 / -0.0071 Eh
* energy: -2488.449317 Ha
* total charge: 0

Positions of all 80 atoms, in Å:
Ba  -1.2032  -0.3240  -2.0523
C  3.0953  -1.9060  -1.0840
C  2.7527  -1.7556  0.2037
C  3.5771  -1.0353  1.2200
C  3.9807  0.4133  0.8588
C  3.1580  1.1201  -0.1726
C  3.3707  1.0609  -1.4922
C  4.2558  0.1095  -2.2219
C  4.3420  -1.3383  -1.6862
C  -2.9675  1.6069  -0.1254
H  2.5794  -2.5990  -1.7578
H  1.9420  -2.3184  0.6620
H  4.4827  -1.6395  1.4028
H  3.0386  -1.0229  2.1786
H  3.9548  1.0045  1.7864
H  5.0334  0.3713  0.5507
H  2.4481  1.8433  0.2447
H  3.0842  1.9160  -2.1094
H  5.2812  0.5134  -2.2609
H  3.9313  0.0573  -3.2707
H  4.6217  -1.9857  -2.5338
H  5.1683  -1.3974  -0.9638
H  -3.2520  1.0301  -1.0203
H  -3.5925  2.5303  -0.1744
H  -3.2099  1.0312  0.7738
P  -0.6831  -1.5448  1.0713
P  -1.3253  2.2904  -0.0426
C  0.1746  0.0120  1.1930
C  -0.0801  1.3379  0.8303
C  -0.9279  -2.3741  2.6271
C  0.0858  -2.6863  3.5603
C  -0.2493  -3.3985  4.7129
C  -1.5676  -3.7933  4.9562
C  -2.5776  -3.4518  4.0455
C  -2.2714  -2.7407  2.8918
C  -0.1727  -2.8239  -0.1344
C  0.3129  -2.4219  -1.4090
C  0.1923  -3.2378  -2.5290
C  -0.1644  -4.5701  -2.3462
C  -0.3571  -5.0634  -1.0495
C  -0.3552  -4.2108  0.0576
C  -1.4515  3.7920  0.8984
C  -1.9116  3.6734  2.2233
C  -2.1801  4.8323  2.9420
C  -1.9771  6.0876  2.3631
C  -1.4400  6.1804  1.0739
C  -1.1788  5.0358  0.3198
C  -0.9280  2.5140  -1.7922
C  -1.8551  2.5818  -2.8612
C  -1.3948  2.4701  -4.1684
C  -0.0268  2.3089  -4.4315
C  0.8801  2.2481  -3.3740
C  0.4418  2.3432  -2.0684
H  1.0396  -0.0888  1.8745
H  0.5845  2.1037  1.3048
H  1.1175  -2.3766  3.3705
H  0.5374  -3.6511  5.4253
H  -1.8154  -4.3614  5.8525
H  -3.6092  -3.7430  4.2364
H  -3.0376  -2.4557  2.1623
H  0.8527  -1.4490  -1.4969
H  0.4144  -2.8136  -3.5184
H  -0.2821  -5.2201  -3.2118
H  -0.5441  -6.1264  -0.9137
H  -0.4940  -4.5901  1.0773
H  -2.0644  2.6859  2.6637
H  -2.5738  4.7603  3.9532
H  -2.2550  6.9907  2.9082
H  -1.2431  7.1566  0.6404
H  -0.7749  5.0938  -0.6935
H  -2.9090  2.8262  -2.6582
H  -2.0708  2.5468  -5.0193
H  0.3582  2.2945  -5.4484
H  1.9521  2.2048  -3.5622
H  1.1417  2.3105  -1.2260
F  -3.1849  -1.1817  0.0724
B  -4.3183  -1.3896  -0.8128
F  -3.7626  -0.9220  -2.1334
F  -4.5840  -2.7353  -0.8857
F  -5.3595  -0.5457  -0.4774